No. 1
C20H24N2O2S | wB97M-V/def2-TZVPD

Structure (ORCA input):
```
! RIJCOSX wB97M-V def2-TZVPD def2/J DEFGRID3
* xyz 0 1
C 3.187 -0.046 0.860
H 3.436 0.620 0.040
H 2.329 -0.660 0.605
H 4.042 -0.669 1.106
S 2.781 0.997 2.293
C 2.195 -0.286 3.462
H 2.531 -1.244 3.073
C 0.687 -0.304 3.697
H 0.495 -1.065 4.457
C -0.187 -0.631 2.482
N -0.148 0.461 1.526
C -1.160 0.754 0.692
O -2.153 0.037 0.597
C -1.023 2.002 -0.105
C 0.182 2.669 -0.308
C 0.216 3.814 -1.082
C -0.942 4.309 -1.658
C -2.144 3.649 -1.463
C -2.182 2.501 -0.696
H -3.106 1.964 -0.540
H -3.050 4.028 -1.913
H -0.906 5.205 -2.260
H 1.156 4.324 -1.238
H 1.106 2.301 0.114
H 0.658 1.072 1.600
H -1.229 -0.731 2.819
C 0.169 -1.973 1.797
O 1.159 -2.631 2.059
N -0.761 -2.332 0.904
C -0.606 -3.476 0.036
H -1.603 -3.824 -0.238
H -0.092 -4.260 0.598
C 0.216 -3.133 -1.219
C -0.251 -1.864 -1.879
C 0.631 -0.811 -2.081
C 0.213 0.360 -2.687
C -1.103 0.499 -3.091
C -1.993 -0.541 -2.889
C -1.569 -1.714 -2.292
H -2.271 -2.523 -2.149
H -3.023 -0.438 -3.198
H -1.431 1.415 -3.558
H 0.914 1.167 -2.842
H 1.663 -0.914 -1.771
H 1.264 -3.027 -0.931
H 0.141 -3.969 -1.919
H -1.502 -1.665 0.689
H 0.369 0.663 4.095
H 2.699 -0.078 4.406
*
```

SMILES string = CSCC[C@@H](NC(=O)c1ccccc1)C(=O)NCCc1ccccc1
Relative energy (zero: lowest compared OMol25 entry of this formula, charge and spin) = 0.100 eV
Total energy = -1434.76032 a.u.
Gap between HOMO and LUMO = 0.349 Eh

Atom charges from the Mulliken analysis, given in e for atoms 1 to 4: atom 1 (C): -0.4292, atom 2 (H): 0.3730, atom 3 (H): -0.2142, atom 4 (H): 0.4938

=====

No. 2
C28H58GeN3O3RuSSbSe4Si2 | wB97M-V/def2-TZVPD

Structure (ORCA input):
```
! RIJCOSX wB97M-V def2-TZVPD def2/J DEFGRID3
* xyz -2 5
Ru -0.316 -0.092 -0.752
C -2.050 0.389 2.819
C -0.535 0.271 3.053
C -0.022 1.545 3.715
C -0.230 -0.936 3.946
O 0.104 0.052 1.784
Si 1.732 0.167 1.493
S 2.013 -0.487 -0.479
O 2.172 1.687 1.813
C 3.453 2.307 1.994
C 4.073 1.732 3.273
C 3.231 3.810 2.121
C 4.321 2.038 0.770
O 2.508 -0.821 2.561
C 3.269 -1.980 2.417
C 3.646 -2.428 3.837
C 2.470 -3.091 1.728
C 4.551 -1.703 1.623
H -2.592 -0.020 3.671
H -2.360 -0.161 1.928
H -2.337 1.431 2.697
H -0.672 1.784 4.553
H -0.020 2.380 3.014
H 0.990 1.383 4.073
H -0.689 -0.791 4.922
H 0.846 -1.027 4.071
H -0.616 -1.858 3.508
H 3.505 2.061 4.141
H 5.107 2.054 3.382
H 4.038 0.647 3.235
H 2.546 4.054 2.929
H 2.802 4.213 1.196
H 4.187 4.297 2.290
H 4.496 0.970 0.642
H 5.274 2.549 0.861
H 3.807 2.416 -0.113
H 2.756 -2.724 4.389
H 4.125 -1.606 4.365
H 4.329 -3.271 3.788
H 1.548 -3.293 2.272
H 3.062 -4.003 1.674
H 2.217 -2.786 0.715
H 5.130 -0.918 2.105
H 4.308 -1.378 0.613
H 5.158 -2.605 1.560
Se -0.057 4.982 1.497
Sb 0.248 4.240 -0.843
Se 0.162 1.856 -0.776
Se 0.382 7.007 -1.285
Se 2.497 5.006 -1.457
C -0.209 -5.412 -1.269
N 0.568 -4.204 -1.336
C 1.920 -4.256 -1.836
C 0.049 -3.065 -0.969
N -0.395 -2.055 -0.627
H 0.239 -6.124 -0.564
H -0.268 -5.878 -2.261
H -1.217 -5.168 -0.931
H 2.567 -4.825 -1.158
H 2.314 -3.243 -1.927
H 1.943 -4.730 -2.825
C -1.121 3.244 -3.760
Ge -0.754 1.289 -4.005
C 0.476 1.259 -5.592
C -2.410 0.387 -4.643
C -0.019 -0.111 -2.807
H -1.728 3.546 -4.614
H -0.178 3.823 -3.741
H -1.684 3.438 -2.842
H 0.052 1.845 -6.402
H 0.605 0.237 -5.952
H 1.456 1.667 -5.358
H -3.132 1.070 -5.078
H -2.899 -0.137 -3.826
H -2.140 -0.351 -5.395
H 1.079 -0.167 -2.970
H -0.465 -1.072 -3.119
C -5.216 -1.359 -0.557
Si -3.331 -1.552 -0.738
C -2.883 -2.637 0.795
C -3.140 -2.753 -2.241
N -2.518 -0.052 -0.753
C -3.169 1.185 -0.894
C -4.166 1.428 -1.841
C -4.672 2.703 -2.023
C -4.198 3.775 -1.284
C -3.235 3.553 -0.309
C -2.769 2.266 -0.096
H -5.617 -2.227 -0.044
H -5.717 -1.289 -1.516
H -5.480 -0.479 0.019
H -2.853 -3.692 0.522
H -3.631 -2.520 1.576
H -1.922 -2.397 1.242
H -3.454 -3.756 -1.953
H -2.120 -2.830 -2.610
H -3.756 -2.450 -3.084
H -4.533 0.608 -2.445
H -5.435 2.856 -2.778
H -4.557 4.778 -1.468
H -2.813 4.391 0.259
H -2.032 2.085 0.689
*
```

Relative energy (zero: lowest compared OMol25 entry of this formula, charge and spin) = 4.815 eV
Total energy = -14486.80279 a.u.
Gap between HOMO and LUMO (alpha / beta) = 0.164 / 0.180 Eh
<S²> = 6.044

Atom charges from the Mulliken analysis, given in e for atoms 1 to 4: atom 1 (Ru): 0.2274, atom 2 (C): -1.5503, atom 3 (C): 1.6029, atom 4 (C): -1.7448

=====

No. 3
C4H5O3Pt | wB97M-V/def2-TZVPD

Structure (ORCA input):
```
! RIJCOSX wB97M-V def2-TZVPD def2/J DEFGRID3
* xyz -1 3
O -0.197 -0.608 0.874
C -1.474 -0.535 0.809
C -2.084 0.303 -0.278
O -1.262 1.299 -0.744
Pt 0.394 0.924 -0.199
H -2.037 -1.444 1.099
H -3.028 0.697 0.165
H -2.416 -0.404 -1.077
O 2.019 1.370 0.666
C 2.546 0.352 -0.034
C 1.730 -0.586 -0.586
H 3.634 0.197 0.113
H 2.175 -1.564 -0.807
*
```

Total energy = -500.16087 a.u.
Gap between HOMO and LUMO (alpha / beta) = 0.156 / 0.203 Eh
<S²> = 2.017

Atom charges from the Mulliken analysis, given in e for atoms 1 to 4: atom 1 (O): -0.3710, atom 2 (C): -0.1222, atom 3 (C): -0.2449, atom 4 (O): -0.5225